(1)
{
  "formula": "C4H6O2",
  "method": "wB97M-V/def2-TZVPD",
  "symbols": ["O", "C", "C", "C", "O", "C", "H", "H", "H", "H", "H", "H"],
  "xyz": [[-2.1821, -0.2871, -0.3989], [-0.8692, -0.4172, -0.2505], [-0.1227, -0.4135, 1.0588], [1.0935, -0.5997, 0.1017], [2.2781, -0.7012, 0.2935], [0.1985, -0.5804, -1.0682], [-2.4060, -0.3197, -1.3404], [0.8786, 2.5743, 0.4092], [-0.3283, -1.2523, 1.7307], [-0.1386, 0.5300, 1.6138], [1.3153, 2.1541, -0.0219], [0.3430, -0.6610, -2.1392]],
  "orbital_gap_ha": 0.3646,
  "e_lumo_ev": 0.41,
  "relative_energy_kj_mol": 242.8
}


(2)
{
  "formula": "C4H6O2",
  "method": "wB97M-V/def2-TZVPD",
  "symbols": ["C", "C", "C", "O", "C", "O", "H", "H", "H", "H", "H", "H"],
  "xyz": [[2.0068, -0.9509, 0.1763], [1.1788, -0.0801, 0.2494], [-0.0033, 0.7938, 0.1920], [-0.6272, 0.9565, 1.4583], [-1.0616, 0.1156, -0.7309], [-0.7711, -1.2002, -1.1376], [2.6959, -1.7572, 0.0587], [0.2600, 1.7825, -0.2187], [0.0394, 1.2021, 2.1121], [-1.9997, 0.1504, -0.1643], [-1.1753, 0.6966, -1.6489], [-0.5427, -1.7091, -0.3464]],
  "orbital_gap_ha": 0.4093,
  "smiles": "C#C[C@H](O)CO",
  "e_lumo_ev": 0.82,
  "relative_energy_kj_mol": 280.8
}


(3)
{
  "formula": "C4H6O2",
  "method": "wB97M-V/def2-TZVPD",
  "symbols": ["C", "C", "C", "O", "C", "O", "H", "H", "H", "H", "H", "H"],
  "xyz": [[-0.1043, -1.1466, 1.3526], [-0.2534, 0.1688, 0.5527], [0.4242, 0.1260, -0.7495], [1.3506, -0.5995, -1.0364], [0.0031, 1.2142, -1.7317], [-0.8315, 2.0623, -1.5281], [-0.3458, -2.0224, 0.7187], [0.9270, -1.2912, 1.6632], [-0.7655, -1.1959, 2.2271], [0.3670, 1.1185, 0.6903], [-1.2935, 0.5107, 0.5281], [0.5221, 1.0551, -2.6871]],
  "orbital_gap_ha": 0.3444,
  "smiles": "CCC(=O)C=O",
  "e_lumo_ev": -0.41,
  "relative_energy_kj_mol": 147.4
}


(4)
{
  "formula": "C4H6O2",
  "method": "wB97M-V/def2-TZVPD",
  "symbols": ["C", "C", "C", "O", "C", "O", "H", "H", "H", "H", "H", "H"],
  "xyz": [[0.9640, -0.2476, -0.9046], [0.1716, -0.0234, 0.3763], [-0.8836, -1.0233, 0.5447], [-1.6418, -1.0790, 1.5100], [-0.5142, 1.3151, 0.4291], [-0.3196, 2.1978, -0.4028], [0.9211, -1.5203, -1.1386], [2.1511, 0.1394, -0.7738], [0.4061, 0.4156, -1.8589], [0.8062, -0.0649, 1.2631], [-0.8736, -1.7556, -0.3361], [-1.1872, 1.6462, 1.2917]],
  "orbital_gap_ha": 0.3827,
  "smiles": "CC(C=O)C=O",
  "e_lumo_ev": 0.30,
  "relative_energy_kj_mol": 264.8
}


Number 1: energy -8337.9443 eV. Number 2: energy -8337.5506 eV. Number 3: energy -8338.9339 eV. Number 4: energy -8337.7162 eV.